Molecular formula: C5H12NO
Method: DFT, ωB97M-V with the def2-TZVPD basis set

Properties
Relative energy (zero: lowest compared OMol25 entry of this formula, charge and spin), kJ/mol: 447.9
Charge: +1
Gap between HOMO and LUMO (alpha / beta), eV: 8.7 / 8.3
LUMO (alpha / beta), eV: -4.27 / -4.30

```
19
Properties=species:S:1:pos:R:3:forces:R:3
C 1.413 -0.031 -0.364 -0.75 0.45 -1.39
C -0.280 -0.347 1.100 0.33 4.74 0.06
C -1.371 0.619 0.752 0.09 1.19 0.14
C -0.482 -1.711 1.187 0.37 -4.42 -1.44
C 0.366 0.991 -2.238 -2.43 -1.04 -2.10
N 1.083 0.233 1.074 -0.90 1.32 -2.91
O 1.213 1.067 -1.141 1.10 -0.55 2.40
H 1.339 -1.035 -0.807 -0.05 0.49 0.61
H -1.082 1.693 0.913 -0.07 -0.97 -0.43
H -2.325 0.541 1.294 0.53 -0.58 0.29
H -1.653 0.443 -0.284 -0.09 0.28 -0.16
H -1.162 -2.067 0.359 0.52 0.31 0.73
H -0.866 -2.167 2.077 -0.60 0.32 0.98
H 0.457 -2.271 1.064 -0.08 0.05 -0.17
H -0.722 1.231 -1.959 1.67 -0.17 -0.34
H 0.364 -0.067 -2.645 0.03 1.16 0.23
H 0.686 1.689 -3.045 -0.03 -0.50 0.84
H 1.805 -0.083 1.636 1.42 -1.39 1.90
H 1.218 1.273 1.028 -1.06 -0.68 0.74
```
Forces are in eV/Å.



Molecular formula: C5H12NO
Method: DFT, ωB97M-V with the def2-TZVPD basis set

Properties
Relative energy (zero: lowest compared OMol25 entry of this formula, charge and spin), kJ/mol: 222.8
Charge: +1
Gap between HOMO and LUMO, eV: 9.0
LUMO, eV: -5.46

```
19
Properties=species:S:1:pos:R:3:forces:R:3
C 1.311 -2.054 0.728 0.36 0.04 1.34
C 2.036 -0.867 0.080 -0.52 0.51 0.09
C 1.101 -0.007 -0.790 0.63 -2.77 1.10
C 0.805 -0.451 -2.007 0.48 1.35 -0.27
C -0.451 0.923 0.841 1.11 0.08 0.33
N 0.425 1.042 -0.075 -0.61 1.13 -1.95
H 1.546 -2.231 1.785 0.45 0.42 -0.12
H 0.242 -1.889 0.784 -0.29 -0.44 -0.60
H 1.612 -2.989 0.275 -0.54 -0.15 -0.49
H 2.562 -0.226 0.794 -0.22 -0.04 0.09
H 2.806 -1.220 -0.590 0.19 -0.12 -0.12
H 1.154 -1.436 -2.278 0.43 0.11 -0.11
H 0.467 0.175 -2.819 -1.02 -0.09 0.11
H -0.832 1.837 1.263 -0.56 0.06 0.04
H -0.645 -0.052 1.250 -0.20 -0.16 0.15
H 0.481 1.956 -0.533 0.27 0.16 0.45
H -3.532 0.606 0.533 -0.16 -0.15 -0.07
H -4.941 1.104 0.772 -0.07 0.11 0.03
O -4.027 1.404 0.732 0.27 -0.04 0.01
```
Forces are in eV/Å.



Molecular formula: C5H12NO
Method: DFT, ωB97M-V with the def2-TZVPD basis set

Properties
Relative energy (zero: lowest compared OMol25 entry of this formula, charge and spin), kJ/mol: 117.3
Charge: +1
Gap between HOMO and LUMO, eV: 8.2
LUMO, eV: -4.80

```
19
Properties=species:S:1:pos:R:3:forces:R:3
C 2.852 -0.554 0.020 -0.09 -0.02 -0.26
C 0.904 -1.911 0.474 -0.12 -0.32 -0.27
N 1.423 -0.887 -0.050 0.41 0.55 0.54
H 2.961 0.337 0.631 -0.02 0.06 0.09
H 3.204 -0.329 -0.982 0.04 -0.05 -0.07
H 3.405 -1.382 0.447 0.03 -0.07 0.02
H 1.541 -2.667 0.913 0.03 -0.07 0.05
H -0.168 -2.046 0.443 -0.03 0.05 0.02
H 0.811 -0.106 -0.357 -0.19 -0.10 -0.12
C -0.265 1.758 -0.227 0.44 -0.41 -0.13
C -1.271 0.884 -0.165 -0.45 0.20 0.34
O -1.818 0.414 -1.314 -0.01 -0.21 0.01
C -1.910 0.414 1.110 0.23 -0.07 -0.04
H 0.187 2.152 0.673 -0.11 0.03 -0.05
H 0.103 2.066 -1.195 -0.02 0.24 -0.03
H -2.627 -0.078 -1.121 0.07 0.07 -0.09
H -1.339 0.747 1.973 -0.02 0.03 0.02
H -2.917 0.816 1.199 -0.11 0.01 -0.02
H -1.982 -0.679 1.141 -0.08 0.08 -0.01
```
Forces are in eV/Å.